[1]
Formula: C8H13ClFNS
Source: the Open Molecules 2025 dataset
Level of theory: ωB97M-V/def2-TZVPD

The geometry in XYZ format:
```
25
Properties=species:S:1:pos:R:3
Cl 0.0387 0.3763 -4.8733
S 1.2420 -0.5463 -0.6095
F 2.2594 0.1408 -3.8818
N -0.5364 1.5049 3.4660
C 0.1603 -1.5329 -1.6648
C 0.1632 0.6986 2.3171
C -0.2481 0.3885 -0.2449
C 0.0508 1.2572 0.9522
C -1.1466 0.1560 2.9464
C -0.2804 -2.4797 -0.6682
C 0.6088 -0.7982 -2.5149
C 0.9832 0.2219 -3.3962
H 1.9361 0.7834 0.2988
H 0.4073 -2.5027 0.1582
H -1.3037 -2.0577 -0.3873
H -1.0724 -0.7174 3.6153
H -1.2292 -0.1635 0.0787
H 0.8737 1.8335 0.6397
H -0.7276 0.9761 -1.0791
H 1.1025 0.1924 2.5311
H 1.0063 1.2388 -2.8640
H -2.1439 0.2052 2.3090
H -0.9989 2.4040 2.8842
H -0.7797 1.9940 1.0808
H -0.3653 -3.5733 -1.0937
```

The HOMO energy is -7.053 eV.

Results of the Löwdin charge analysis, in e, for atoms 1 through 2:
1. Cl 0.70
2. S 0.91

[2]
Formula: C8H13ClO5
Source: the Open Molecules 2025 dataset
Level of theory: ωB97M-V/def2-TZVPD

The geometry in XYZ format:
```
27
Properties=species:S:1:pos:R:3
Cl 1.9701 0.9965 -2.1261
O -1.3142 2.2223 3.5749
O 0.3920 -0.9819 -2.8503
O -1.4560 0.2724 2.4390
O -0.4914 2.1310 1.5808
O -1.0305 -2.5752 -3.2685
C -0.1613 -2.2120 -2.5968
C 3.0398 -2.6891 -2.0204
C 2.6863 -1.5783 -2.6863
C -2.0570 1.6177 4.6346
C -1.4761 1.3183 -0.4965
C -0.2286 1.4306 0.3552
C 1.5694 -0.7558 -2.0875
C -1.1168 1.4251 2.5216
H -3.0912 1.4661 4.3277
H -1.2419 0.8666 -1.4611
H 3.1345 -1.2626 -3.6215
H -1.9130 2.3042 -0.6622
H 0.5200 2.0118 -0.1711
H 1.4033 -1.0872 -1.0650
H -2.0354 2.3068 5.4747
H -1.6101 0.6738 4.9402
H -2.2342 0.7078 -0.0061
H 0.2292 -2.8268 -1.7802
H 2.9774 -3.6424 -2.5339
H 3.3302 -2.5908 -0.9792
H 0.2054 0.4511 0.5640
```

As for the SMILES: C=C[C@@H](Cl)OC=O.CCOC(=O)OC. The HOMO energy is -9.517 eV.

Results of the Löwdin charge analysis, in e, for atoms 1 through 2:
1. Cl 0.68
2. O 0.01

[3]
Formula: C8H13EuN
Source: the Open Molecules 2025 dataset
Level of theory: ωB97M-V/def2-TZVPD

The geometry in XYZ format:
```
23
Properties=species:S:1:pos:R:3
Eu 0.2764 0.0017 0.6363
N -1.3475 -1.4756 0.2093
C -1.0617 1.8427 -0.9125
C -0.3102 -2.4163 -0.3030
C 1.2272 2.1382 -0.5744
C 1.0447 1.2623 -1.7021
C 1.1088 -1.9486 -0.5263
C -0.0869 2.5042 -0.0881
C -0.3100 0.0893 2.8000
C -0.3627 1.0848 -1.9101
H -2.1523 1.8448 -0.7579
H -0.8603 1.0319 2.9273
H -0.6616 -2.7817 -1.2861
H 1.8664 -2.1143 0.2681
H 0.7199 0.0896 3.2083
H 2.1865 2.3014 -0.0370
H -0.8247 0.4465 -2.6773
H -0.2969 2.9968 0.8821
H -0.2235 -3.2341 0.4452
H -2.3392 -1.7658 0.2024
H -0.8891 -0.8271 2.9871
H 1.8444 0.7241 -2.2365
H 1.4524 -1.7950 -1.5548
```

As for the multiplicity: 7. The charge is -1. The HOMO energy (alpha / beta) is -2.516 / -2.492 eV.

Results of the Löwdin charge analysis, in e, for atoms 1 through 2:
1. Eu 1.62
2. N -0.31

[4]
Formula: C8H13F4NO10PS
Source: the Open Molecules 2025 dataset
Level of theory: ωB97M-V/def2-TZVPD

The geometry in XYZ format:
```
38
Properties=species:S:1:pos:R:3
S -1.5687 -1.9205 0.3138
P 1.8687 -3.1128 -1.8758
F 4.4693 -0.8746 -1.0815
F 4.5112 -2.7027 1.0589
F -0.9944 -1.4340 1.8263
F -1.7853 -2.2385 -2.8829
O 0.4790 -2.9866 -2.9279
O 2.7282 -4.1385 0.9770
O -2.0857 -3.3449 0.4604
O -1.3223 2.8111 0.0035
O -0.1077 -0.4123 -1.4193
O -3.0644 3.4899 1.2961
O -2.8026 -1.0724 -0.0020
O 1.1326 -2.1653 -0.6057
O 5.2026 -2.4920 -2.5528
O -1.0319 4.5153 1.3280
N 3.5116 -3.2656 -1.1445
C 4.4270 -2.2071 -1.5987
C -2.1328 1.7170 -0.4399
C 3.4931 -3.4188 0.3079
C -1.5921 4.7557 3.6855
C -1.9259 3.5988 0.9102
C -0.7050 -2.8256 -2.1260
C -0.2076 -1.7692 -0.9607
C -1.4975 5.4270 2.3270
H -0.6329 4.3063 3.9557
H -2.3308 3.9531 3.6816
H 2.2084 -1.8110 -2.4417
H -1.8760 5.4806 4.4510
H -3.0915 2.0688 -0.8278
H 2.4570 -3.8433 -2.9943
H 1.4440 -4.3473 -1.2563
H -0.7662 6.2377 2.3740
H -0.9012 -3.9033 -1.7809
H -2.2827 1.0100 0.3730
H -2.4507 5.8682 2.0225
H 0.8279 -0.1629 -1.1886
H -1.6044 1.2095 -1.2451
```

The charge is -1. The HOMO energy is -6.314 eV. Its energy above the lowest of the compared OMol25 structures with the same formula, charge and spin is 3.452 eV.

Results of the Löwdin charge analysis, in e, for atoms 1 through 2:
1. S 0.91
2. P 0.57

[5]
Formula: C8H13FSi
Source: the Open Molecules 2025 dataset
Level of theory: ωB97M-V/def2-TZVPD

The geometry in XYZ format:
```
23
Properties=species:S:1:pos:R:3
Si 2.5556 -0.4024 -0.8461
F -2.5282 1.8053 0.4288
C 0.7821 1.8906 -0.6771
C -0.3259 -0.9741 -0.6867
C -1.4832 -0.1446 -0.0636
C -0.4891 2.0971 -0.6238
C -2.6048 -0.9451 0.5826
C 0.9386 -0.6612 0.0271
C -1.5216 1.1916 -0.1360
C 0.9572 -0.5735 1.4608
H 1.6046 2.3004 -1.0887
H -0.8333 3.0754 -0.8857
H -0.2178 -0.6966 -1.6776
H 1.9917 -0.6799 1.9318
H 2.3254 0.1425 -2.0950
H 0.5416 0.3202 1.9513
H -2.2834 -0.9630 1.5611
H 3.5132 -1.5748 -0.8584
H -0.5183 -2.0351 -0.6438
H 3.3430 0.7262 -0.0809
H -2.5301 -1.9028 0.0418
H 0.3808 -1.4264 1.8625
H -3.5980 -0.5696 0.5157
```

The HOMO energy (alpha / beta) is -8.460 / -7.830 eV. Its energy above the lowest of the compared OMol25 structures with the same formula, charge and spin is 2.958 eV.

Results of the Löwdin charge analysis, in e, for atoms 1 through 2:
1. Si 0.61
2. F 0.09

[6]
Formula: C8H13HgN3O3
Source: the Open Molecules 2025 dataset
Level of theory: ωB97M-V/def2-TZVPD

The geometry in XYZ format:
```
28
Properties=species:S:1:pos:R:3
Hg -1.4410 -1.0989 -2.0341
O -4.3712 -2.9889 0.0411
O 0.4441 -5.5604 0.3491
O -1.7061 -3.2086 -4.4563
N 1.2051 0.8588 -0.5509
N -0.0454 1.1938 1.4036
N -0.8315 -0.3033 -0.1603
C -1.1010 0.7634 2.3317
C -3.4259 -2.5989 -0.4353
C 0.4958 2.5206 1.6276
C 1.3907 0.1624 -1.8190
C 2.3799 1.5593 -0.0286
C 0.1244 0.5585 0.2147
C -1.6469 -2.3566 -3.6658
C -0.2638 -4.7751 -0.0828
H 1.6161 -0.9136 -1.6904
H -1.0634 1.4487 3.1789
H 2.2979 2.6407 -0.1369
H 2.2009 0.6581 -2.3825
H 2.5634 1.2935 1.0168
H 0.4882 0.2547 -2.4541
H -0.9242 -0.2620 2.6821
H 0.5515 3.1420 0.7130
H -2.0858 0.8264 1.8553
H 1.4746 2.4667 2.1444
H -0.1917 3.0375 2.3106
H -1.3864 -0.5713 0.6493
H 3.2512 1.2527 -0.6213
```

The charge is +2. The HOMO energy is -16.177 eV. Its energy above the lowest of the compared OMol25 structures with the same formula, charge and spin is 0.224 eV.

Results of the Löwdin charge analysis, in e, for atoms 1 through 2:
1. Hg 1.19
2. O 0.12

[7]
Formula: C8H13INO6PSi2
Source: the Open Molecules 2025 dataset
Level of theory: ωB97M-V/def2-TZVPD

The geometry in XYZ format:
```
32
Properties=species:S:1:pos:R:3
I 2.3504 -1.0876 -0.1131
P 2.1512 -0.6717 2.2741
Si 0.0969 -1.5082 2.5591
Si 0.3470 -0.7536 5.4127
O 2.0144 0.9795 2.3361
O 2.7626 -1.3050 -4.4377
O -0.4414 -1.4823 4.1547
O -1.5940 1.8004 -5.1854
O -0.4275 1.6291 -2.6639
O 1.7959 -0.8848 -7.0166
N -1.0906 -0.7965 1.5116
C 1.2062 0.1750 -3.5547
C 1.8055 -0.5378 -4.6291
C 1.2269 -0.3210 -6.0568
C -1.4575 0.5915 1.7977
C -0.5549 1.1421 -5.0317
C 0.0857 1.0064 -3.6193
C 0.0953 0.4977 -6.1260
C -2.5219 0.7845 2.8882
H -1.8305 1.0235 0.8861
H -0.5119 0.3229 5.9542
H -0.3696 0.6789 -7.0929
H -1.9155 -1.3830 1.5211
H 1.6992 0.0223 -2.6013
H 1.6740 -0.2141 5.0761
H 1.5891 1.2966 1.5183
H -2.1060 1.3246 3.7222
H -0.5728 1.1422 2.0732
H -2.8715 -0.1597 3.2685
H 0.1934 -2.9270 2.1591
H 0.5213 -1.7505 6.4964
H -3.3491 1.3657 2.5190
```

The charge is -2. The HOMO energy is 0.183 eV. Its energy above the lowest of the compared OMol25 structures with the same formula, charge and spin is 0.501 eV.

Results of the Löwdin charge analysis, in e, for atoms 1 through 2:
1. I 0.55
2. P 0.22

[8]
Formula: C8H13N
Source: the Open Molecules 2025 dataset
Level of theory: ωB97M-V/def2-TZVPD

The geometry in XYZ format:
```
22
Properties=species:S:1:pos:R:3
N 0.9969 -0.7406 -0.8282
C 0.1810 0.5142 -0.9575
C 0.7339 -1.1637 0.6104
C 2.2673 -0.2111 -0.3236
C 0.5689 1.2502 0.3124
C -0.8627 0.9982 -0.0513
C -2.0453 0.2247 0.6085
C -2.6667 -0.7882 -0.3421
C 1.4448 0.1561 0.9315
H 0.2612 0.8171 -1.9955
H -3.1208 -0.2238 -1.1622
H -1.7958 -0.2758 1.5619
H -2.8277 1.0269 0.8162
H 1.8401 0.4014 1.9820
H 0.8525 2.2555 0.3697
H -3.4429 -1.4112 0.2198
H 2.9261 -1.0553 -0.1102
H 1.2915 -2.0290 0.7820
H -1.8528 -1.3052 -0.7941
H -0.3117 -1.3238 0.9070
H -1.2777 1.8667 -0.5456
H 2.7526 0.5584 -0.9628
```

The HOMO energy is -8.719 eV. Its energy above the lowest of the compared OMol25 structures with the same formula, charge and spin is 3.485 eV.

Results of the Löwdin charge analysis, in e, for atoms 1 through 2:
1. N -0.06
2. C -0.21

no.,electronic energy (a.u.)
1,-1325.23231
2,-1148.93743
3,-1077.56038
4,-2258.79002
5,-701.76806
6,-855.35549
7,-2036.98511
8,-367.24908